{"formula": "C27H25Cl2N8NiS", "method": "the ωB97M-V functional and the def2-TZVPD basis", "species": ["Ni", "N", "C", "N", "C", "N", "N", "C", "C", "C", "C", "C", "C", "N", "C", "C", "C", "C", "C", "C", "H", "H", "H", "H", "H", "H", "H", "H", "H", "H", "H", "C", "H", "H", "H", "C", "C", "C", "C", "N", "C", "S", "N", "C", "H", "H", "H", "H", "H", "H", "H", "H", "Cl", "C", "C", "C", "C", "C", "Cl", "C", "N", "H", "H", "H"], "coordinates": [[1.78232, 1.79952, -0.54218], [-2.95907, 3.09130, 1.69150], [-1.62088, 3.30352, 1.43217], [-0.76524, 2.36119, 1.30378], [-1.19534, 1.05637, 1.38266], [-0.35343, 0.07825, 0.91463], [0.22839, 1.08236, -1.71441], [0.68116, -1.42590, -0.79064], [1.63730, -1.55745, -1.88183], [1.75948, -2.79346, -2.53854], [2.72981, -2.94997, -3.50702], [3.53454, -1.86503, -3.83493], [3.33827, -0.68033, -3.14450], [2.44437, -0.53316, -2.17496], [-2.50551, 0.75648, 1.89414], [-2.92712, -0.52079, 2.27890], [-4.21713, -0.73646, 2.74069], [-5.11197, 0.31917, 2.83666], [-4.70879, 1.60661, 2.48860], [-3.42045, 1.82401, 2.03504], [-3.58936, 3.87275, 1.71808], [-1.30987, 4.33895, 1.35289], [0.63956, -2.05804, 0.07988], [1.07890, -3.59678, -2.28785], [2.84286, -3.89806, -4.01975], [4.29456, -1.93382, -4.60187], [3.95175, 0.19079, -3.35043], [-2.22249, -1.33814, 2.19183], [-4.52713, -1.73548, 3.02041], [-6.12230, 0.15053, 3.18584], [-5.40022, 2.43861, 2.56236], [1.42848, 3.62007, -1.11345], [1.82838, 3.71869, -2.12811], [1.87413, 4.39062, -0.47953], [0.34430, 3.76412, -1.15593], [1.52754, -0.47112, 3.81404], [2.39891, -0.55007, 2.60470], [2.88136, -1.69753, 2.07419], [3.71702, -1.59683, 0.90025], [3.97515, -0.46058, 0.31682], [3.43306, 0.68827, 0.78630], [3.79208, 2.25572, 0.17776], [2.73042, 0.62757, 2.02167], [4.30334, -2.83888, 0.29324], [1.54380, -1.41207, 4.36081], [0.49889, -0.25560, 3.51271], [1.86047, 0.33025, 4.47686], [2.67092, -2.65062, 2.53819], [2.28940, 1.48581, 2.31399], [4.38061, -3.64512, 1.02492], [5.28857, -2.62213, -0.11786], [3.67440, -3.18725, -0.53186], [-3.01650, 1.80628, -4.69310], [-2.96729, 0.75212, -3.31198], [-4.06485, 0.03668, -2.94684], [-4.07157, -0.80432, -1.79859], [-2.94339, -0.91704, -1.02897], [-1.82113, -0.20118, -1.43828], [-0.28294, -0.11222, -0.69665], [-1.75869, 0.68798, -2.54835], [-0.65168, 1.36691, -2.71808], [-4.96266, 0.13211, -3.54419], [-4.97033, -1.34676, -1.53947], [-2.91720, -1.54143, -0.14638]], "mulliken_spin": [0.33, 0.09, 0.15, -0.07, 0.43, -0.02, 0.03, 0.01, -0.02, 0.00, 0.00, 0.00, 0.00, 0.01, -0.05, 0.13, -0.05, 0.12, -0.03, 0.08, -0.01, 0.01, 0.01, 0.00, 0.00, 0.00, 0.00, 0.01, 0.00, 0.01, 0.00, -0.06, 0.00, 0.00, 0.00, 0.00, -0.04, 0.10, 0.12, -0.08, 0.39, -0.02, 0.18, 0.02, 0.00, 0.00, 0.00, 0.02, -0.02, 0.00, 0.00, 0.01, 0.00, 0.00, 0.00, 0.01, 0.00, 0.02, 0.15, -0.01, 0.01, 0.00, 0.00, -0.01], "homo_ha": [-0.085, -0.137], "s_squared": 2.20, "gap_ev": [4.8567, 5.8641], "charge": -1, "multiplicity": 3}

{"formula": "C4H9BFN3O6S", "method": "the ωB97M-V functional and the def2-TZVPD basis", "species": ["N", "C", "O", "N", "B", "O", "O", "S", "O", "O", "F", "H", "H", "C", "C", "O", "N", "C", "H", "H", "H", "H", "H", "H", "H"], "coordinates": [[-2.95645, 4.64648, -1.08985], [-3.10346, 3.93906, -0.18456], [-3.14546, 3.05563, 0.76370], [-1.98004, 2.23966, 0.62955], [-0.95314, 2.51485, 1.72432], [0.32831, 2.59740, 1.34386], [-1.26007, 2.68526, 3.02615], [-2.38900, 0.63131, 0.41585], [-1.27148, -0.00309, -0.15659], [-3.54211, 0.62160, -0.39334], [-2.75184, 0.00499, 1.77939], [0.33711, 2.73854, 0.39291], [-2.08027, 3.16115, 3.16492], [3.54551, -2.00893, -0.95849], [2.22490, -1.37027, -0.59599], [2.15435, -0.22645, -0.17810], [1.10232, -2.12100, -0.75297], [0.99617, -3.48568, -1.23368], [4.34095, -1.29247, -0.78119], [3.72549, -2.88978, -0.34110], [3.55709, -2.28932, -2.01240], [0.25535, -1.63939, -0.49464], [0.36509, -3.50698, -2.12405], [0.53217, -4.10520, -0.46393], [1.96851, -3.89735, -1.47976]], "nbo_charge": [-0.34, 0.52, -0.34, -0.62, 1.17, -0.82, -0.87, 2.52, -0.89, -0.90, -0.44, 0.51, 0.51, -0.72, 0.68, -0.63, -0.62, -0.41, 0.24, 0.22, 0.22, 0.41, 0.20, 0.20, 0.21], "homo_ha": -0.345, "gap_ev": 9.2281, "multiplicity": 1, "smiles": "N#CON(B(O)O)S(=O)(=O)F.CNC(C)=O"}

{"formula": "C3H11N2O", "method": "the ωB97M-V functional and the def2-TZVPD basis", "species": ["C", "C", "C", "N", "N", "O", "H", "H", "H", "H", "H", "H", "H", "H", "H", "H", "H"], "coordinates": [[-1.39795, -1.10093, 0.31213], [-0.30339, 1.18326, 0.87552], [-0.26397, -0.19111, 0.13904], [2.13881, -0.21449, -0.12862], [-0.00164, 0.32702, -1.37185], [0.90386, -0.99026, 0.40315], [-1.17103, -2.19320, 0.26716], [-1.82726, -1.16089, 1.28532], [-2.12093, -0.72038, -0.42753], [-0.82070, 1.07556, 1.84117], [0.58723, 1.72704, 1.00700], [-1.06622, 1.80305, 0.45671], [2.53379, 0.15061, 0.70363], [2.55473, -0.90804, -0.73052], [-0.49877, 1.20546, -1.43520], [-0.33992, -0.37764, -1.96738], [1.09338, 0.38493, -1.22972]], "nbo_charge": [-0.69, -0.69, 0.46, -0.56, -0.76, -0.39, 0.28, 0.27, 0.23, 0.26, 0.24, 0.23, 0.41, 0.41, 0.43, 0.43, 0.46], "homo_ha": -0.575, "gap_ev": 12.5527, "charge": 1, "multiplicity": 1, "smiles": "CC(C)([NH3+])ON"}